No. 1
Below is a cluster of 11 separate species, ClH20O14 in total, with properties calculated with ωB97M-V/def2-TZVPD.

Geometry (Å):
Cl (0.5505, 0.0739, -0.6353)
O (1.2905, -1.2041, -0.8903)
O (3.5135, -0.3421, 1.8367)
O (-3.2465, -1.3301, -1.8543)
O (-2.5395, -1.5611, 0.9667)
O (-0.7995, 0.9169, 2.3667)
O (0.8115, 0.9749, -1.8133)
O (-0.0715, -4.1031, -0.7313)
O (1.8015, -2.7251, 1.3317)
O (-1.3385, 2.4179, -2.6793)
O (1.6565, 3.3899, -1.0293)
O (2.8205, 2.7489, 1.6137)
O (-0.9385, -0.2061, -0.5883)
O (-3.6075, 0.9919, -0.3803)
O (1.0445, 0.7239, 0.6477)
H (-0.5525, -4.1201, 0.0737)
H (-0.7505, -0.0101, 2.4627)
H (2.5985, 1.8229, 1.6337)
H (1.0685, -2.4251, 1.7907)
H (-0.0775, 0.9959, 1.7447)
H (-0.8885, 3.2149, -2.6553)
H (1.4895, 2.5299, -1.3333)
H (0.9915, 3.4289, -0.3093)
H (0.8255, -3.8791, -0.4573)
H (-2.8685, 0.4219, -0.3303)
H (-0.6765, 1.7469, -2.5223)
H (-2.9785, -0.6891, -2.4833)
H (1.8435, -2.0871, 0.6037)
H (-1.9095, -1.1591, 0.3047)
H (-2.0085, -2.3241, 1.1777)
H (2.9845, -0.9001, 2.3807)
H (-2.6405, -2.0441, -2.0423)
H (-3.2115, 1.8279, -0.0633)
H (2.8785, 3.0619, 0.7327)
H (2.9355, -0.1791, 1.1287)

Forces on atoms 1 to 6 (eV/Å):
Cl -0.6 -0.7 -1.3
O -1.2 2.5 0.8
O 1.6 0.4 0.9
O -0.4 -1.0 0.5
O 1.1 0.3 -0.6
O -0.3 1.2 0.5

Kohn-Sham gap: 10.24 eV
LUMO level: 2.494 eV
net charge: -1
multiplicity: 1
energy above the lowest of the compared OMol25 structures with the same formula, charge and spin: 44.7 kcal/mol



No. 2
Below is a cluster of 3 separate species, C6H17NO2 in total, with properties calculated with ωB97M-V/def2-TZVPD.

Geometry (Å):
O (-0.5000, 2.3538, 0.3538)
O (1.0141, 0.5342, -0.3398)
N (0.6289, -0.1174, -1.5658)
C (1.3878, -1.3574, -1.6814)
C (1.0723, -2.0176, -3.0168)
C (0.5989, 2.0130, 2.4706)
C (-0.5957, 2.0481, 1.5650)
C (-2.1930, -0.4640, 0.4411)
C (-1.0065, -0.4327, 1.3973)
H (-1.5654, 2.1873, 2.0609)
H (-2.9676, -1.1514, 0.7820)
H (-0.5530, -1.4295, 1.4739)
H (0.9345, 0.5114, -2.3102)
H (0.0006, -2.1867, -3.1146)
H (2.4674, -1.1748, -1.5817)
H (0.3758, 1.4524, -0.2148)
H (0.4062, 1.3870, 3.3401)
H (1.3999, -1.3946, -3.8507)
H (-1.8615, -0.7717, -0.5492)
H (-2.6182, 0.5326, 0.3231)
H (1.0804, -2.0058, -0.8569)
H (-0.0359, -0.0087, 0.7892)
H (1.5799, -2.9788, -3.0892)
H (-1.3141, -0.2074, 2.4176)
H (0.7882, 3.0299, 2.8180)
H (1.4759, 1.6488, 1.9387)

Forces on atoms 1 to 6 (eV/Å):
O -0.8 -0.4 1.9
O -0.3 1.9 -0.7
N -0.3 0.3 0.0
C 0.0 0.2 0.1
C 0.0 0.1 0.2
C -0.1 -0.7 -0.1

Kohn-Sham gap: 8.83 eV
structure (SMILES): CC=O.CCNO.CC
LUMO level: 0.599 eV
net charge: 0
multiplicity: 1
energy above the lowest of the compared OMol25 structures with the same formula, charge and spin: 88.5 kcal/mol



No. 3
Below is a structure of composition C31H36BF5O2, with properties calculated with ωB97M-V/def2-TZVPD.

Geometry (Å):
F (-6.8456, 4.6197, -3.1447)
F (2.1497, 3.4605, 3.0836)
F (-5.3020, 6.0394, -2.3808)
F (4.0901, -1.3272, -1.2915)
F (-6.6878, 5.0543, -0.9567)
O (-2.7790, -1.0995, -1.9786)
O (-1.1382, 0.2971, -2.9484)
C (3.4653, -1.6187, 2.2274)
C (1.6245, 1.1942, 5.8516)
C (-0.9920, -2.7135, -2.0553)
C (1.9649, -0.0011, 5.2804)
C (-3.6037, 3.8598, -2.2066)
C (-2.0096, -1.9340, -2.8964)
C (2.2203, 2.3272, 3.8498)
C (2.8010, 1.1973, 3.3473)
C (1.6358, 2.3819, 5.1162)
C (0.4894, 0.4156, 0.9386)
C (-2.0681, -0.4540, -5.0530)
C (-1.2525, -0.8745, -3.8225)
C (2.2646, -1.1542, 3.0074)
C (3.5339, -1.0002, 0.9790)
C (4.3011, -1.6666, 0.0178)
C (-5.9711, 4.8648, -2.1158)
C (-3.2049, 1.4526, -1.9365)
C (2.4550, -0.0233, 3.9348)
C (-0.3327, -0.6688, 3.0751)
C (5.1819, -2.7019, 0.3119)
C (1.0865, 3.6538, 5.6061)
C (-4.9700, 3.7190, -1.9500)
C (5.8928, -3.3078, -0.8514)
C (-2.9836, -2.8073, -3.6543)
C (-2.7614, 2.7524, -2.2779)
C (0.1445, -1.2635, -4.2841)
C (-5.4215, 2.4440, -1.5500)
C (4.3475, -2.6657, 2.6222)
C (5.2730, -3.1048, 1.6549)
C (0.7246, -0.6878, 1.9872)
C (-4.5536, 1.3377, -1.6012)
B (-2.2851, 0.1849, -2.1371)
H (-0.6704, -1.7052, 3.3043)
H (6.7266, -3.9034, -0.5370)
H (-2.0759, -1.2716, -5.7885)
H (-0.3872, -3.4137, -2.6465)
H (-6.4511, 2.2995, -1.2864)
H (0.4397, 1.3934, 1.3963)
H (6.2094, -2.5891, -1.6282)
H (2.9788, -0.0661, 0.7339)
H (0.8401, -1.4423, -3.4579)
H (1.7316, -0.9503, 5.7652)
H (-3.5480, -3.4505, -2.9616)
H (-0.3036, -2.0349, -1.5328)
H (1.7977, -2.0350, 3.4725)
H (-3.7143, -2.1852, -4.1777)
H (-2.4467, -3.4521, -4.3722)
H (4.2856, -3.0889, 3.6427)
H (-1.1750, 0.0186, 2.9027)
H (0.1335, 3.8016, 5.1278)
H (0.5564, -0.4432, -4.8965)
H (-3.0993, -0.1734, -4.7913)
H (-1.4844, -3.3164, -1.2825)
H (5.2230, -4.0034, -1.3583)
H (5.9901, -3.8700, 1.9212)
H (-0.3501, 0.3068, 0.2062)
H (0.9110, 3.5726, 6.6652)
H (1.3286, 0.4222, 0.2653)
H (-4.9204, 0.3715, -1.2539)
H (0.1055, -2.1538, -4.9279)
H (-1.7017, 2.8591, -2.4914)
H (1.2799, 1.2823, 6.8963)
H (0.8992, -1.6997, 1.4910)
H (0.1679, -0.2723, 3.9698)
H (3.3303, 1.2210, 2.3866)
H (-3.1719, 4.8260, -2.4401)
H (-1.6024, 0.4370, -5.5034)
H (1.6836, 4.5273, 5.3884)

Forces on atoms 1 to 6 (eV/Å):
F 0.8 0.5 1.3
F 0.5 -0.5 0.4
F -1.1 -1.1 0.1
F 0.5 0.0 0.5
F 0.4 -0.1 -1.4
O 0.7 0.8 -0.6

Kohn-Sham gap: 8.71 eV
LUMO level: 0.361 eV
net charge: 0
multiplicity: 1
energy above the lowest of the compared OMol25 structures with the same formula, charge and spin: 0.0 kcal/mol



No. 4
Below is a cluster of 4 separate species, C28H56BrIN4O7P in total, with properties calculated with ωB97M-V/def2-TZVPD.

Geometry (Å):
I (4.7537, 1.5054, 1.8593)
Br (-0.1714, -4.6417, 2.1027)
P (2.8187, -4.1566, 0.6471)
O (-2.2263, -0.5596, 4.6284)
O (1.3018, -6.4200, -3.7314)
O (-0.2348, 5.0415, 1.8859)
O (-1.1489, -2.0009, 3.3857)
O (-2.6760, 7.1989, -2.3141)
O (-2.5428, 0.8939, 0.5180)
O (2.7525, -3.7078, 2.2398)
N (-1.9099, -4.6104, -1.6249)
N (-1.9575, -0.7316, 3.5306)
N (2.4181, -5.8269, 0.6543)
N (0.2336, -1.8066, 1.4620)
C (1.0554, -4.0396, -1.4658)
C (-4.8677, 0.8518, 0.0259)
C (-3.9459, 1.6632, 2.2796)
C (-2.5131, 7.9991, -3.2072)
C (1.2661, 2.6004, 0.6133)
C (-3.6726, 1.1089, 0.9054)
C (3.8848, -0.3365, 1.1313)
C (1.3250, -0.9309, 0.7550)
C (2.2472, -6.6183, -2.6798)
C (0.0219, -3.1690, 0.7816)
C (0.1444, -1.7089, 2.9589)
C (2.2504, -4.0645, -2.4375)
C (1.2789, -3.3552, -0.1043)
C (4.8845, -1.4514, 1.4869)
C (-1.3821, -3.0560, 0.1546)
C (0.9774, 1.4994, -0.4215)
C (-1.2883, 6.9032, 2.9240)
C (3.0754, -5.3563, -2.5272)
C (-2.3114, 9.4679, -2.9268)
C (-2.0945, -4.2781, -0.4206)
C (0.4257, 0.2160, 0.2290)
C (2.4691, -0.5534, 1.7254)
C (-2.5022, 7.5786, -4.6558)
C (-3.1001, -4.9748, 0.4800)
C (-0.8646, 6.0667, 1.7411)
C (2.1198, 1.3462, -1.4327)
C (-1.2659, 6.5682, 0.3787)
C (1.7201, -1.8695, -0.3930)
H (1.2708, -1.5703, -1.3400)
H (-2.7679, -5.9832, 0.7202)
H (-2.3756, 6.9947, 2.9472)
H (1.9863, -6.1435, 1.5158)
H (0.4812, -6.8575, -3.4907)
H (-4.0395, -5.0574, -0.0708)
H (2.5714, -1.3210, 2.4901)
H (1.7269, -6.8359, -1.7430)
H (-1.3493, 9.7961, -3.3235)
H (-0.8458, 7.5602, 0.2057)
H (-0.2062, 0.5804, 1.0437)
H (-4.4761, 2.6129, 2.1963)
H (-5.4229, 1.7783, -0.1276)
H (5.8956, -1.0545, 1.5361)
H (0.4271, -0.6905, 3.2328)
H (4.8929, -2.2153, 0.7093)
H (3.8635, -0.2473, 0.0507)
H (2.9414, -3.2372, -2.2672)
H (4.6582, -1.9026, 2.4497)
H (3.0885, 1.5253, -0.9652)
H (-0.2193, -0.2643, -0.5130)
H (-3.2928, 8.0964, -5.2012)
H (-4.5427, 0.4635, -0.9362)
H (3.7026, -5.2599, -3.4188)
H (-4.5762, 0.9737, 2.8446)
H (-0.9430, 6.4411, 3.8457)
H (2.0207, 2.1241, -2.1920)
H (3.2763, -6.3509, 0.5147)
H (-2.5064, -5.4013, -1.8718)
H (-3.0950, 10.0524, -3.4114)
H (2.2074, -4.2926, 2.7830)
H (-2.3505, 6.6461, 0.3052)
H (-2.3407, 9.6455, -1.8544)
H (-5.5362, 0.1329, 0.5032)
H (0.8449, -2.3979, 3.4182)
H (-1.3290, -2.2988, -0.6374)
H (1.8345, -3.9091, -3.4322)
H (0.1158, 1.8734, -0.9803)
H (1.0337, 3.5690, 0.1723)
H (2.1721, 0.3580, 2.2475)
H (2.9019, -7.4626, -2.9108)
H (-0.6256, -1.3188, 1.1871)
H (2.7922, -1.8973, -0.5825)
H (-3.0102, 1.8229, 2.8101)
H (-2.0442, -2.6635, 0.9298)
H (0.6156, 2.5187, 1.4827)
H (0.2517, -3.4882, -1.9529)
H (2.1215, 0.3962, -1.9664)
H (-3.3093, -4.4194, 1.3914)
H (3.7768, -5.4486, -1.6947)
H (-0.8666, 7.9062, 2.8421)
H (-0.9089, 5.8885, -0.3907)
H (-2.6568, 6.5049, -4.7278)
H (2.3110, 2.6393, 0.9038)
H (0.6523, -5.0362, -1.3042)
H (-1.5470, 7.8399, -5.1142)

Forces on atoms 1 to 6 (eV/Å):
I -0.1 0.0 0.0
Br -0.2 0.1 0.0
P 0.0 -0.4 -0.2
O -0.1 -0.3 -0.4
O 0.0 0.0 0.1
O -0.1 0.0 0.0

Kohn-Sham gap: 7.47 eV
LUMO level: -3.647 eV
net charge: +1
multiplicity: 1



No. 5
Below is an isolated molecule of C23H33N5O3S, with properties calculated with ωB97M-V/def2-TZVPD.

Geometry (Å):
S (-3.1202, 1.3110, -1.0969)
O (3.5349, -2.0554, -0.0603)
O (0.9403, 3.2831, 0.6243)
O (1.2378, 0.2713, -1.9513)
N (-0.8312, -0.2612, -1.3388)
N (2.9743, 2.8416, -0.2141)
N (4.6598, 0.7130, 0.5833)
N (-2.8363, -1.1938, -0.6751)
N (-4.1124, -0.9401, -0.4311)
C (4.0680, -1.6838, 1.1914)
C (4.1319, 0.7772, -0.7700)
C (3.7415, 1.3269, 1.5232)
C (3.5247, 2.7871, 1.1280)
C (-5.0302, 2.0087, 1.7499)
C (-5.8180, 0.8255, -0.3467)
C (0.4526, -3.2286, -1.5422)
C (1.0026, 2.9995, -1.7275)
C (-6.0915, 1.0902, 1.1501)
C (-6.1764, -0.2214, 1.9228)
C (1.7155, -2.6935, -1.3828)
C (5.1353, -0.5935, 0.9783)
C (-0.2519, 2.1259, -1.6515)
C (1.5848, -3.1032, 0.9769)
C (0.1304, 0.6674, -1.6653)
C (-0.2699, -3.7137, -0.4532)
C (3.8911, 2.2402, -1.1559)
C (-4.4626, 0.2810, -0.5861)
C (-1.6471, -4.2722, -0.6320)
C (-2.1511, -0.1538, -1.0286)
C (0.3204, -3.6412, 0.7991)
C (1.6426, 3.0286, -0.3426)
C (2.2924, -2.6146, -0.1151)
H (-0.9191, 2.3248, -2.4939)
H (0.0251, -3.2911, -2.5339)
H (-6.5486, 0.1023, -0.7141)
H (-5.3157, 2.3058, 2.7560)
H (-6.3286, -0.0256, 2.9814)
H (2.7532, 0.8353, 1.5352)
H (-4.9087, 2.9082, 1.1495)
H (-0.7800, 2.3659, -0.7247)
H (-5.2604, -0.7940, 1.8013)
H (-5.9292, 1.7571, -0.9041)
H (2.2727, -2.3153, -2.2243)
H (3.2806, -1.3016, 1.8514)
H (-1.7411, -4.7675, -1.5957)
H (4.1746, 1.2724, 2.5249)
H (-7.0041, -0.8264, 1.5610)
H (4.8339, 2.7948, -1.1021)
H (3.1851, 0.2327, -0.8830)
H (2.8208, 3.2667, 1.8086)
H (1.6620, 2.6248, -2.5040)
H (-2.3776, -3.4633, -0.5913)
H (4.5348, -2.5535, 1.6765)
H (-0.2128, -4.0183, 1.6598)
H (-1.8810, -4.9840, 0.1556)
H (4.4779, 3.3220, 1.1355)
H (2.0115, -3.0864, 1.9683)
H (-0.4826, -1.2250, -1.3152)
H (4.8662, 0.3372, -1.4469)
H (0.7137, 4.0254, -1.9638)
H (-4.0702, 1.5005, 1.8095)
H (5.8304, -0.9398, 0.2103)
H (3.5134, 2.2877, -2.1736)
H (5.6831, -0.4760, 1.9186)
H (-7.0616, 1.5963, 1.2071)

Forces on atoms 1 to 6 (eV/Å):
S -0.2 -0.9 0.2
O 0.0 0.0 -0.2
O -0.3 0.0 0.1
O 0.2 0.2 -0.1
N 0.6 -0.6 -0.1
N 0.2 0.1 0.2

Kohn-Sham gap: 8.62 eV
structure (SMILES): Cc1ccc(OCCN2CCN(C(=O)CCC(=O)Nc3nnc(CC(C)C)s3)CC2)cc1
LUMO level: 0.465 eV
net charge: 0
multiplicity: 1
energy above the lowest of the compared OMol25 structures with the same formula, charge and spin: 29.8 kcal/mol



No. 6
Below is a cluster of 2 separate species, H2N2O3Si in total, with properties calculated with ωB97M-V/def2-TZVPD.

Geometry (Å):
Si (-0.1771, -0.3061, -1.6138)
O (1.3177, -0.3694, 2.6060)
O (-0.9842, 1.0843, 0.4461)
O (0.3904, -1.2366, -0.5349)
N (0.4203, -0.0730, 1.8888)
N (-0.3200, 0.6263, 1.3555)
H (0.3184, 1.0646, -1.4296)
H (-0.9655, -0.7902, -2.7181)

Forces on atoms 1 to 6 (eV/Å):
Si 1.3 0.0 1.9
O 0.4 -0.5 0.7
O -0.9 -0.2 -0.4
O -0.3 -0.3 -0.5
N -1.8 1.6 -2.2
N 1.9 -0.9 2.2

Kohn-Sham gap: 9.84 eV
structure (SMILES): O=[SiH2].O=NN=O
LUMO level: -0.245 eV
net charge: 0
multiplicity: 1
energy above the lowest of the compared OMol25 structures with the same formula, charge and spin: 48.7 kcal/mol



No. 7
Below is a structure of composition C26H24N3O5PtSe2, with properties calculated with ωB97M-V/def2-TZVPD.

Geometry (Å):
Pt (-0.1393, 0.1800, -0.0200)
Se (0.6320, 1.9955, -1.6269)
Se (-2.8298, 0.5263, -0.5099)
O (2.2486, -0.2159, 0.3958)
O (-4.1522, 4.6215, -2.2153)
O (-3.0223, 4.0632, 0.3275)
O (4.6286, 0.4617, 0.9806)
O (-0.3365, -1.1609, -1.7828)
N (0.0124, 4.5990, 5.9447)
N (1.1825, -1.8309, 1.6033)
N (0.1804, -1.7326, 0.7669)
C (3.1844, -1.6453, 3.6103)
C (-2.1790, 3.2016, -1.8301)
C (1.1038, 2.8215, 3.1631)
C (-2.8640, 4.2873, -2.7008)
C (4.1977, -1.5929, 4.5445)
C (-3.1337, 2.0072, -1.7828)
C (-0.0477, 3.0339, 3.9232)
C (3.2978, -0.9870, 2.3831)
C (-3.2014, -4.1009, -1.7585)
C (-2.4781, -3.8711, -0.6149)
C (-2.9989, -3.2998, -2.8875)
C (4.4691, -0.2419, 2.1119)
C (-0.0125, 3.8883, 5.0418)
C (-1.8841, 3.7881, -0.4402)
C (-1.2450, -2.0505, -1.7294)
C (2.2055, -0.9921, 1.4069)
C (-1.2690, 1.5914, 2.4369)
C (-1.5047, -2.8523, -0.5375)
C (5.3642, -0.8956, 4.2528)
C (-2.0600, -2.2987, -2.8647)
C (-0.7941, -2.6427, 0.6547)
C (-1.2427, 2.4216, 3.5408)
C (-0.8804, 2.8631, -2.5761)
C (5.4972, -0.2253, 3.0524)
C (-0.1325, 1.3810, 1.6509)
C (1.0455, 2.0300, 2.0332)
H (2.2713, -2.1835, 3.8142)
H (-0.4303, 3.7851, -2.9537)
H (3.7743, 0.3744, 0.4723)
H (-3.5817, -3.4795, -3.7817)
H (2.0342, 3.2901, 3.4542)
H (-1.2901, 3.0767, 0.1392)
H (-3.6887, 4.4363, -0.2650)
H (-1.0302, -3.2607, 1.5178)
H (-2.2288, 5.1853, -2.7025)
H (-4.5562, 5.2408, -2.8299)
H (6.1721, -0.8624, 4.9699)
H (6.3854, 0.3440, 2.8185)
H (-1.1081, 2.2257, -3.4335)
H (-3.9286, -4.9016, -1.7903)
H (-1.2721, 4.6973, -0.5732)
H (-2.1436, 2.6105, 4.1074)
H (-3.1572, 1.5304, -2.7657)
H (-2.9431, 3.9174, -3.7318)
H (-4.1377, 2.3580, -1.5381)
H (-1.8808, -1.6885, -3.7392)
H (-2.6310, -4.4973, 0.2540)
H (4.0815, -2.0748, 5.5066)
H (-2.2099, 1.1241, 2.1711)
H (1.9391, 1.9270, 1.4337)

Forces on atoms 1 to 6 (eV/Å):
Pt -0.2 0.8 -2.7
Se -1.0 -0.1 0.8
Se 2.1 0.2 0.5
O -0.8 1.1 -0.8
O -0.4 0.1 0.2
O -0.7 0.2 0.0

Kohn-Sham gap (alpha / beta): 5.22 / 5.23 eV
LUMO level (alpha / beta): 0.840 / 0.841 eV
net charge: -1
multiplicity: 1



No. 8
Below is an isolated molecule of C3H5F2N, with properties calculated with ωB97M-V/def2-TZVPD.

Geometry (Å):
F (-0.2719, 1.6265, 0.2880)
F (-2.2663, -0.3363, -0.3634)
N (1.3829, 0.4801, -0.8541)
C (-0.9512, -0.5736, -0.3490)
C (-0.3144, -0.6659, 1.0018)
C (0.2709, 0.4590, 0.0384)
H (-0.9990, -0.2388, 1.7748)
H (0.2879, -1.5291, 1.3084)
H (-0.7534, -1.3146, -1.1373)
H (1.3195, 1.4418, -1.2571)
H (2.2950, 0.6508, -0.4505)

Forces on atoms 1 to 6 (eV/Å):
F -0.3 2.9 0.9
F -1.1 1.2 0.1
N 0.1 1.8 0.0
C 2.8 -0.8 -0.1
C 1.0 0.8 -0.5
C -3.2 -4.4 -0.8

Kohn-Sham gap: 10.09 eV
structure (SMILES): N[C@]1(F)C[C@H]1F
LUMO level: 1.010 eV
net charge: 0
multiplicity: 1
energy above the lowest of the compared OMol25 structures with the same formula, charge and spin: 31.7 kcal/mol